The following is a DFT calculation (ωB97M-V with the def2-TZVPD basis set) of 2 unconnected molecules or ions with the total composition C3H10O2.

Gap between HOMO and LUMO (hartree): 0.40206
Total energy (eV): -7366.7465
Energy relative to the best compared isomer or geometry (same formula, charge and spin) (eV): 1.3300

Geometry (Å):
C -0.12903 -1.36535 0.63228
C 0.46005 -0.11870 -0.12649
C 2.06452 -0.00568 -0.17377
O 0.00951 -0.27808 -1.54164
H -1.21194 -1.63348 0.27416
H 0.51728 -2.23362 0.27908
H -0.00176 -1.36078 1.80547
H 0.30165 0.88308 0.32094
H 2.67701 0.22188 0.80556
H 2.41810 -0.84952 -0.75168
H 2.25905 0.82459 -0.82039
H -0.49829 0.53307 -1.67511
O -3.18916 1.55273 0.46116
H -3.31043 2.16083 -0.36232
H -2.36656 1.66902 0.87275

natural (NBO) population analysis, charges in e, atoms 1 to 5: C -0.655; C 0.084; C -0.635; O -0.729; H 0.238

The following is a DFT calculation (ωB97M-V with the def2-TZVPD basis set) of 2 unconnected molecules or ions with the total composition C3H10O2.

Gap between HOMO and LUMO (hartree): 0.40013
Total energy (eV): -7367.0766
Energy relative to the best compared isomer or geometry (same formula, charge and spin) (eV): 0.9999

Geometry (Å):
C 0.95937 1.10456 0.05266
C 1.01126 -0.43180 -0.20519
C 2.02642 -1.14286 0.72741
O 1.64433 -0.53987 -1.62084
H 0.54155 1.56480 -0.80705
H 1.92225 1.58352 0.33045
H 0.39000 1.41198 0.96027
H 0.10091 -0.89732 -0.18260
H 2.97768 -0.60292 0.95734
H 2.20564 -2.09377 0.10326
H 1.38352 -1.32621 1.55780
H 1.02283 -0.75162 -2.33206
O -5.22079 0.69355 0.51390
H -5.75080 0.00100 0.05723
H -5.21416 1.42695 -0.11257

natural (NBO) population analysis, charges in e, atoms 1 to 5: C -0.635; C 0.118; C -0.633; O -0.781; H 0.216

The following is a DFT calculation (ωB97M-V with the def2-TZVPD basis set) of 3 unconnected molecules or ions with the total composition C3H10O2.

Gap between HOMO and LUMO (hartree): 0.37071
Total energy (eV): -7367.2817
Energy relative to the best compared isomer or geometry (same formula, charge and spin) (eV): 0.7948

Geometry (Å):
C 0.95160 -0.38491 -1.22473
C 1.15863 0.14768 -0.01769
C 1.68799 -0.66285 1.13483
H 0.67670 0.29231 -2.02395
H 1.07027 -1.44310 -1.41137
H 1.09937 1.22285 0.07016
H 2.51806 -0.13207 1.61096
H 2.08077 -1.63294 0.84270
H 0.91704 -0.76243 1.90326
O -1.32868 2.20371 0.24935
H -2.21037 2.62353 0.24694
H -1.45671 1.52901 0.89367
O -2.44724 -1.09701 -1.13938
H -1.87786 -0.41534 -0.77687
H -2.83955 -1.48845 -0.35787

natural (NBO) population analysis, charges in e, atoms 1 to 5: C -0.405; C -0.191; C -0.650; H 0.203; H 0.195

The following is a DFT calculation (ωB97M-V with the def2-TZVPD basis set) of 2 unconnected molecules or ions with the total composition C3H10O2S.

Gap between HOMO and LUMO (hartree): 0.34359
Total energy (eV): -18202.7619
Energy relative to the best compared isomer or geometry (same formula, charge and spin) (eV): 0.3021

Geometry (Å):
C 0.00000 0.00000 0.00000
S 1.57093 0.57976 0.61584
C 2.63325 0.13117 -0.82206
C 4.03873 0.74290 -0.78599
O 3.97361 2.18490 -0.83985
H -0.13598 0.09953 -1.09005
H -0.74076 0.64102 0.50693
H -0.18952 -1.04886 0.28387
H 2.61675 -0.97365 -0.88954
H 2.13182 0.53100 -1.72437
H 4.61494 0.31056 0.05455
H 4.48677 0.37121 -1.72757
H 3.49018 2.39564 -1.66586
O 4.62931 4.19409 1.34890
H 4.44808 3.33977 1.80229
H 4.37611 4.03590 0.41128

natural (NBO) population analysis, charges in e, atoms 1 to 5: C -0.762; S 0.186; C -0.539; C -0.077; O -0.728

The following is a DFT calculation (ωB97M-V with the def2-TZVPD basis set) of 3 unconnected molecules or ions with the total composition C3H10O3.

Gap between HOMO and LUMO (hartree): 0.39531
Total energy (eV): -9413.9826
Energy relative to the best compared isomer or geometry (same formula, charge and spin) (eV): 1.5503

Geometry (Å):
C -1.03057 -0.86274 -1.58780
C -0.02085 -0.87402 -0.71996
C 0.04817 -1.66734 0.54292
O 0.94936 -0.97893 1.46841
H -0.89973 -0.42959 -2.57049
H -1.96321 -1.37193 -1.37666
H 0.98648 -0.67556 -1.09881
H -0.88063 -1.66143 1.12001
H 0.45303 -2.65419 0.33476
H 0.78299 -0.05953 1.22792
O -0.62379 2.05686 -0.25713
H -1.27782 2.56090 -0.75925
H -0.31332 1.39977 -0.89176
O 1.21608 1.88069 1.85732
H 2.05293 1.75788 1.45059
H 0.52085 1.57916 1.25993

natural (NBO) population analysis, charges in e, atoms 1 to 5: C -0.369; C -0.257; C -0.121; O -0.709; H 0.200

The following is a DFT calculation (ωB97M-V with the def2-TZVPD basis set) of 3 unconnected molecules or ions with the total composition C3H10O3.

Gap between HOMO and LUMO (hartree): 0.33675
Total energy (eV): -9414.9750
Energy relative to the best compared isomer or geometry (same formula, charge and spin) (eV): 0.5579

Geometry (Å):
C -1.20957 0.68249 -1.54233
C -0.64407 0.96722 -0.16778
C 0.23376 0.13258 0.37075
O 0.72203 0.24410 1.63915
H -2.29363 0.78059 -1.54166
H -0.98851 -0.35439 -1.80297
H -0.76701 1.29854 -2.32429
H -1.02948 1.80055 0.40287
H 0.68439 -0.67087 -0.20891
H 1.65915 -0.01111 1.62539
O -2.54762 -1.83176 0.55537
H -2.68697 -2.09374 1.47141
H -1.89105 -1.12656 0.62600
O 3.41059 0.07392 0.65255
H 3.58963 0.81275 0.04833
H 3.75836 -0.70432 0.19614

natural (NBO) population analysis, charges in e, atoms 1 to 5: C -0.635; C -0.290; C 0.117; O -0.710; H 0.220

The following is a DFT calculation (ωB97M-V with the def2-TZVPD basis set) of 3 unconnected molecules or ions with the total composition C3H10O3.

Gap between HOMO and LUMO (hartree): 0.39302
Total energy (eV): -9414.1703
Energy relative to the best compared isomer or geometry (same formula, charge and spin) (eV): 1.3626

Geometry (Å):
C 1.42269 0.63285 -1.13348
C 0.79713 0.22966 0.22131
C 1.75091 -0.22351 1.28603
O 1.42927 -0.28950 2.39126
H 2.40380 0.11332 -1.38648
H 1.48996 1.69817 -1.15641
H 0.71841 0.28487 -2.03461
H 0.14985 1.03222 0.61309
H 0.03731 -0.60638 0.17298
H 2.84309 -0.48822 1.06940
O -1.96300 -0.53796 1.25740
H -1.62955 0.09125 1.92765
H -1.47827 -1.26935 1.38777
O -2.80720 -0.26226 -1.84391
H -2.12908 0.40289 -1.58194
H -3.03529 -0.80805 -1.19006

natural (NBO) population analysis, charges in e, atoms 1 to 5: C -0.622; C -0.540; C 0.454; O -0.528; H 0.219

The following is a DFT calculation (ωB97M-V with the def2-TZVPD basis set) of 3 unconnected molecules or ions with the total composition C3H10O3.

Gap between HOMO and LUMO (hartree): 0.34591
Total energy (eV): -9413.9182
Energy relative to the best compared isomer or geometry (same formula, charge and spin) (eV): 1.6147

Geometry (Å):
C -1.55102 -0.14747 -0.64232
C -0.64245 -0.51641 0.36904
C -1.24363 -1.28589 1.54411
O 0.74016 -0.21713 0.37402
H -2.59389 -0.17694 -0.48976
H -1.17305 0.22780 -1.59807
H -1.58870 -0.55425 2.33965
H -2.17043 -1.64692 1.01455
H -0.70292 -2.12401 1.83955
H 0.75585 0.71984 0.26911
O 2.12287 -0.70920 -2.13232
H 1.76217 -0.31777 -1.31420
H 1.54630 -1.51147 -2.23028
O 1.36024 2.53052 0.36267
H 2.33717 2.80173 0.66078
H 1.04132 2.92757 -0.36652

natural (NBO) population analysis, charges in e, atoms 1 to 5: C -0.531; C 0.341; C -0.674; O -0.735; H 0.204